Record 1
{
  "formula": "C20H22N4O2RhSSi",
  "method": "ωB97M-V with the def2-TZVPD basis set",
  "species": ["Rh", "S", "Si", "O", "O", "N", "N", "N", "N", "C", "C", "C", "C", "C", "C", "C", "C", "C", "C", "C", "C", "C", "C", "C", "C", "C", "C", "C", "C", "H", "H", "H", "H", "H", "H", "H", "H", "H", "H", "H", "H", "H", "H", "H", "H", "H", "H", "H", "H", "H", "H"],
  "coordinates": [[0.44214, -0.45059, -0.85765], [0.70906, -2.78047, -1.28410], [-1.01672, 1.65156, 0.23180], [0.44920, 1.54500, -0.85503], [1.67579, 3.32397, -1.51838], [1.33986, -3.33741, 1.30895], [2.55848, 1.23231, -1.60853], [0.22201, -4.93551, 0.13711], [2.29344, -0.15236, -1.59929], [-2.57645, 5.08432, -1.46862], [-2.09976, 3.04147, -0.27983], [-3.84014, 5.12709, -0.89971], [1.56610, 2.14648, -1.35735], [-2.34581, -2.70825, -0.35258], [3.50034, -2.32383, 0.92354], [2.72513, -0.04945, 2.32002], [-1.88435, -0.53602, -1.24851], [4.00016, -0.13169, 1.78347], [0.76058, -3.70716, 0.15234], [-1.45841, -0.09412, 0.01685], [-1.44560, -1.01573, 1.09706], [-1.89889, -2.29649, 0.91341], [-2.32062, -1.85540, -1.42950], [-1.70541, 4.04724, -1.16302], [4.39232, -1.27270, 1.08619], [1.83011, -1.10018, 2.15957], [2.22167, -2.22504, 1.45909], [-4.24358, 4.13103, -0.02020], [-3.38039, 3.09227, 0.28183], [-1.94094, 0.16291, -2.07411], [0.29774, -5.56281, 0.92233], [-0.37450, -5.19476, -0.62444], [-1.92901, -2.98735, 1.74628], [-3.70882, 2.31494, 0.96354], [3.78807, -3.21950, 0.38776], [3.31284, 1.55707, -2.19511], [4.69584, 0.68486, 1.91946], [2.33854, -0.54053, -2.53989], [-0.46613, 1.92511, 1.57420], [-4.51422, 5.93872, -1.13875], [-2.26224, 5.86205, -2.15122], [-5.22734, 4.16489, 0.42745], [2.42198, 0.83402, 2.86449], [0.82833, -1.04009, 2.56378], [2.98132, -0.61715, -1.00573], [1.08839, -3.83921, 2.14853], [5.39383, -1.35040, 0.68391], [-2.66160, -2.18599, -2.39974], [-0.71251, 4.04842, -1.59365], [-2.72371, -3.71515, -0.47843], [-1.09614, -0.69038, 2.07045]],
  "mulliken_charge": [0.44, -0.28, 0.09, -0.15, -0.58, -0.13, -0.12, -0.34, -0.61, -0.60, 0.64, -0.48, 0.39, -0.22, -0.30, -0.55, 0.57, -0.43, 0.47, -0.37, 0.01, -0.98, -1.22, -0.13, -0.69, 0.02, -0.22, -0.66, -0.56, 0.46, 0.20, 0.27, 0.42, 0.32, 0.42, 0.26, 0.44, 0.36, -0.13, 0.38, 0.42, 0.39, 0.42, 0.44, 0.22, 0.29, 0.40, 0.40, 0.28, 0.57, 0.74],
  "charge": 1,
  "largest_force_ev_per_a": 2.1,
  "e_above_lowest_kcal_mol": 0.0
}

Record 2
{
  "formula": "C4H36BO26",
  "method": "ωB97M-V with the def2-TZVPD basis set",
  "species": ["O", "O", "O", "O", "O", "O", "O", "O", "O", "O", "O", "O", "O", "O", "O", "O", "O", "O", "O", "O", "O", "O", "O", "O", "O", "O", "C", "C", "C", "C", "B", "H", "H", "H", "H", "H", "H", "H", "H", "H", "H", "H", "H", "H", "H", "H", "H", "H", "H", "H", "H", "H", "H", "H", "H", "H", "H", "H", "H", "H", "H", "H", "H", "H", "H", "H", "H"],
  "coordinates": [[-0.46852, -3.95812, -2.11089], [2.89974, 0.92047, -1.88629], [-0.61559, -1.46215, -0.39854], [-4.90110, -2.88724, -1.84574], [-2.73286, -2.15840, -0.00262], [0.85917, 0.20697, -1.41588], [-1.26543, 1.83542, 2.97995], [4.05494, 2.72938, 3.29419], [5.61251, -1.67794, 1.01070], [2.51556, 3.54592, 0.86191], [3.36999, 0.34414, 0.96578], [-4.64125, 1.55518, 2.52205], [-5.81811, 2.18396, -1.08136], [0.69644, 0.05053, 3.88949], [2.79530, 0.03464, -4.83655], [4.89490, 2.76478, -1.41015], [0.09566, 2.98832, -2.10620], [-2.69841, -5.33628, 0.76669], [-0.96170, 0.78873, 0.04808], [-5.94681, -0.55821, -0.68630], [1.09979, -0.20179, 0.79732], [2.75016, -2.54436, -2.98683], [-1.16353, 0.82966, -3.68918], [-3.19189, 0.78819, -0.06263], [5.13572, 0.14897, 3.53651], [-3.23396, -3.04784, 2.90684], [2.26143, 0.25697, 0.42566], [2.10650, 0.53698, -1.07459], [-1.87171, -1.29084, -0.16619], [-2.09848, 0.17702, -0.11501], [0.08415, -0.18049, -0.24563], [-4.93554, 2.45411, -1.33498], [-0.90112, 1.12067, 2.45779], [2.37664, -3.22022, -2.42120], [-0.64749, 1.40694, -3.12644], [2.92935, 4.40205, 0.97173], [-4.14254, -2.50402, -2.28615], [-3.97909, 1.34454, 1.86371], [3.78058, 2.80436, 2.38023], [-2.89012, -5.98706, 0.09144], [1.23604, 0.10809, 3.10097], [1.12153, 0.63774, 4.51458], [-0.70120, -3.02984, -2.13083], [2.80461, 0.67639, -4.12640], [-0.79924, 3.31296, -2.20617], [-3.15486, -3.04029, 1.95294], [3.65649, -0.38117, -4.79555], [4.72656, -0.20756, 2.74803], [3.14792, 3.03703, 0.35459], [4.83191, 1.05586, 3.57543], [5.04749, -0.92451, 0.83947], [-2.50281, -2.51098, 3.21253], [-5.39641, -2.13466, -1.52243], [-6.01734, 2.71101, -0.30757], [5.51374, 2.94773, -0.70318], [-1.10927, 1.22940, -4.55722], [5.21532, -2.39351, 0.51426], [-1.58531, 1.41184, 3.77651], [0.39306, -3.98068, -1.69446], [-5.54431, -0.67892, 0.17374], [-4.18494, 1.46534, 3.35869], [-5.96303, 0.39047, -0.81266], [0.00541, 2.19415, -1.57953], [3.39949, 3.22694, 3.78311], [2.45734, -1.71912, -2.60025], [5.13784, 1.89309, -1.72216], [-2.94933, -4.50073, 0.37285]],
  "mulliken_charge": [-0.61, -0.54, -0.54, -0.64, -0.37, -0.34, -0.62, -0.70, -0.65, -0.66, -0.56, -0.64, -0.68, -0.60, -0.62, -0.59, -0.73, -0.62, -0.74, -0.69, -0.50, -0.63, -0.59, -0.65, -0.68, -0.64, 0.31, 0.48, 0.15, 0.82, 1.66, 0.31, 0.30, 0.28, 0.35, 0.27, 0.28, 0.37, 0.37, 0.30, 0.29, 0.29, 0.38, 0.34, 0.29, 0.32, 0.29, 0.36, 0.33, 0.41, 0.36, 0.29, 0.40, 0.32, 0.30, 0.26, 0.31, 0.26, 0.25, 0.29, 0.29, 0.39, 0.31, 0.29, 0.33, 0.30, 0.33],
  "charge": -1,
  "largest_force_ev_per_a": 6.3,
  "e_above_lowest_kcal_mol": 41.5
}

Record 3
{
  "formula": "C2H5I2OP",
  "method": "ωB97M-V with the def2-TZVPD basis set",
  "species": ["I", "I", "P", "O", "C", "C", "H", "H", "H", "H", "H"],
  "coordinates": [[3.40172, 2.48762, -0.04758], [3.87183, -2.11244, -0.27421], [3.06242, -0.49908, 1.36677], [1.52764, -0.56048, 1.21175], [-0.14996, 0.85265, 0.07051], [0.48904, -0.56704, 0.24075], [0.73636, 1.46816, 0.14853], [-0.55186, 0.84713, -1.03583], [-0.92556, 1.23404, 0.77106], [0.89564, -0.69213, -0.81330], [-0.19446, -1.34656, 0.50813]],
  "mulliken_charge": [-0.37, -0.01, 0.26, -0.14, -0.60, -0.22, -0.01, 0.27, 0.27, 0.24, 0.31],
  "charge": 0,
  "largest_force_ev_per_a": 2.8,
  "e_above_lowest_kcal_mol": 34.4
}

Record 4
{
  "formula": "C5H5NOS2",
  "method": "ωB97M-V with the def2-TZVPD basis set",
  "species": ["S", "S", "O", "N", "C", "C", "C", "C", "C", "H", "H", "H", "H", "H"],
  "coordinates": [[1.83283, 4.33223, 1.00967], [1.02418, 0.84284, -0.86125], [-0.30118, 1.34045, 3.31595], [0.70303, -0.40028, 2.29293], [0.29421, 0.59647, 2.69379], [0.67084, -0.87047, -0.23494], [0.96374, 3.08869, 0.62995], [1.45226, -0.98364, 1.21634], [0.35424, 1.99271, 0.21676], [1.51257, -2.04701, 1.50112], [2.46306, -0.47121, 1.10675], [-0.56685, 1.75808, 0.72996], [1.13264, -1.53633, -1.01522], [-0.37907, -1.20080, -0.13083]],
  "mulliken_charge": [-0.34, -0.10, -0.42, -0.26, 0.54, -0.61, 0.14, -0.45, -0.27, 0.32, 0.31, 0.47, 0.32, 0.36],
  "charge": 0,
  "largest_force_ev_per_a": 6.2,
  "e_above_lowest_kcal_mol": 25.2
}